Molecular formula: C25H34N2O7S
Method: DFT, ωB97M-V/def2-TZVPD

The geometry in XYZ format:
```
69
Properties=species:S:1:pos:R:3:lowdin_charge:R:1
C -2.2370 1.4796 -1.1510 -0.06
H -3.1551 1.0454 -1.5440 0.10
H -2.4589 2.4559 -0.7111 0.10
O -1.7737 0.5695 -0.1778 -0.10
C -0.5927 0.8443 0.4495 -0.20
C 0.1585 1.9896 0.2493 -0.01
C 1.3424 2.1615 0.9464 -0.27
C 1.8039 1.2146 1.8338 -0.06
C 1.0598 0.0640 2.0454 0.03
C -0.1347 -0.1305 1.3650 -0.13
N -0.9161 -1.2737 1.5079 0.16
C -0.7419 -2.3231 2.3506 -0.42
O 0.0857 -2.3995 3.2266 0.09
C -1.7562 -3.4458 2.1009 -0.05
H -2.5866 -3.3386 2.8047 0.14
H -1.2563 -4.4054 2.2708 0.14
O -2.3001 -3.4049 0.7887 -0.01
C -1.7938 -4.2703 -0.1207 -0.47
O -0.9652 -5.0947 0.1488 0.13
C -2.4085 -4.0327 -1.4724 -0.02
H -3.2702 -3.3752 -1.3514 0.13
H -2.7375 -4.9921 -1.8747 0.14
C -1.3976 -3.3969 -2.4564 -0.42
C -0.7485 -2.1633 -1.8225 -0.09
H -1.5229 -1.4494 -1.5344 0.12
C 0.2193 -1.5123 -2.8092 -0.28
C 1.3115 -2.5160 -3.1740 -0.11
C 0.6727 -3.7461 -3.8170 -0.29
C -0.0771 -3.3283 -5.0811 -0.12
C -1.1686 -2.3261 -4.7111 -0.29
C -2.1435 -2.9700 -3.7251 -0.09
H -2.9327 -2.2577 -3.4709 0.13
H -2.6150 -3.8406 -4.1865 0.13
C -0.5353 -1.0927 -4.0691 -0.12
H 0.1512 -0.6174 -4.7727 0.12
H -1.3123 -0.3664 -3.8169 0.11
H -1.7142 -2.0286 -5.6139 0.14
H 0.6159 -2.8758 -5.7934 0.12
H -0.5223 -4.2044 -5.5577 0.12
C -0.3038 -4.3968 -2.8366 -0.09
H 0.2262 -4.7255 -1.9416 0.12
H -0.7547 -5.2784 -3.2982 0.13
H 1.4539 -4.4681 -4.0774 0.14
H 2.0208 -2.0590 -3.8671 0.12
H 1.8606 -2.8081 -2.2764 0.12
H 0.6740 -0.6315 -2.3398 0.14
H -0.1963 -2.4557 -0.9260 0.13
H -1.6945 -1.3308 0.8607 0.13
H 1.3972 -0.6923 2.7344 0.11
H 2.7447 1.3719 2.3350 0.12
S 2.2527 3.6845 0.6834 0.67
O 1.8537 4.2148 -0.5880 -0.28
O 3.6375 3.4377 0.9458 -0.27
N 1.7392 4.7737 1.8260 -0.23
C 0.4232 5.3498 1.6900 -0.16
H 0.1540 5.2984 0.6359 0.12
C -0.5919 4.6163 2.5740 -0.18
H -1.5461 5.1460 2.5880 0.13
O -0.1533 4.5714 3.9137 -0.12
C 1.0873 3.9057 4.0298 -0.18
H 1.3432 3.9331 5.0900 0.13
C 2.1673 4.6028 3.1944 -0.16
H 3.0926 4.0288 3.1752 0.12
H 2.3659 5.5955 3.6143 0.13
H 0.9765 2.8589 3.7081 0.11
H -0.7465 3.5914 2.2005 0.11
H 0.4767 6.4001 1.9983 0.13
H -0.1279 2.7570 -0.4501 0.11
H -1.5115 1.5999 -1.9602 0.10
```

- Orbital gap: 9.1 eV
- Multiplicity: 1
- Total charge: 0
- SMILES: COc1cc(S(=O)(=O)N2CCOCC2)ccc1NC(=O)COC(=O)C[C@]12C[C@H]3C[C@H](C[C@H](C3)C1)C2
- Strongest force on any atom: 1.058 eV/Å